1.
This record from the Open Molecules 2025 dataset describes a cluster of 2 separate species, C5H13NO2 in total in a non-equilibrium geometry. The level of theory is ωB97M-V/def2-TZVPD.

Values from the calculation:
* HOMO energy: -8.6 eV
* structure (SMILES): OC[C@@H]1CCCN1.O
* LUMO: 0.70 eV
* DFT total energy: -403.51180 Ha
* gap between HOMO and LUMO: 0.3421 Ha
* energy above the lowest of the compared OMol25 structures with the same formula, charge and spin: 1.764 eV
* spin multiplicity: 1
* total charge: 0

Last columns: bonded neighbours and bond lengths (Å).
CARTESIAN COORDINATES (ANGSTROEM)
1 H 0.70 -0.33 -1.58  C17 1.093
2 H -2.66 0.53 -1.91  O6 0.966
3 H 0.09 -3.20 0.52  O12 0.964
4 H 2.23 1.26 1.86  C15 1.094
5 H 0.08 1.83 1.74  N9 1.015
6 O -2.52 0.90 -1.03  H2 0.966, C8 1.448
7 H -1.27 -0.74 -0.86  C8 1.078
8 C -1.52 0.14 -0.30  O6 1.448, H7 1.078, C14 1.548, H19 1.086
9 N 0.20 0.91 1.32  H5 1.015, C14 1.487, C15 1.482
10 H 1.63 -0.40 2.06  C15 1.095
11 C 2.09 0.14 -0.01  H13 1.086, C15 1.528, C17 1.536, H21 1.081
12 O -0.41 -3.18 -0.30  H3 0.964, H20 0.961
13 H 2.99 0.70 -0.22  C11 1.086
14 C -0.25 0.99 -0.09  C8 1.548, N9 1.487, H16 1.087, C17 1.525
15 C 1.62 0.48 1.41  H4 1.094, N9 1.482, H10 1.095, C11 1.528
16 H -0.54 2.00 -0.39  C14 1.087
17 C 0.93 0.53 -0.94  H1 1.093, C11 1.536, C14 1.525, H18 1.087
18 H 1.28 1.25 -1.68  C17 1.087
19 H -1.99 -0.17 0.62  C8 1.086
20 H -0.96 -3.97 -0.33  O12 0.961
21 H 2.32 -0.91 -0.07  C11 1.081

Atom charges from the Mulliken analysis, given in e for atoms 1 to 6:
1 H 0.259
2 H 0.300
3 H 0.310
4 H 0.275
5 H 0.282
6 O -0.565

=====

2.
This record from the Open Molecules 2025 dataset describes a cluster of 2 separate species, C3H7NO2S2 in total in a non-equilibrium geometry. The level of theory is ωB97M-V/def2-TZVPD.

Values from the calculation:
* HOMO energy: -8.4 eV
* structure (SMILES): C1=NCCS1.OSO
* LUMO: 0.57 eV
* DFT total energy: -1120.04300 Ha
* gap between HOMO and LUMO: 0.3311 Ha
* energy above the lowest of the compared OMol25 structures with the same formula, charge and spin: 2.647 eV
* spin multiplicity: 1
* total charge: 0

Last columns: bonded neighbours and bond lengths (Å).
CARTESIAN COORDINATES (ANGSTROEM)
1 H -1.94 1.42 1.33  O5 0.946
2 O -2.29 -1.56 -0.11  S3 1.592, H10 1.006
3 S -2.95 -0.12 -0.02  O2 1.592, O5 1.731
4 C 1.21 -0.64 0.33  H6 1.074, N8 1.508, H11 1.065, C13 1.515
5 O -2.07 0.48 1.34  H1 0.946, S3 1.731
6 H 0.51 -0.99 1.06  C4 1.074
7 H 2.62 0.81 -0.32  C13 1.202
8 N 0.50 -0.83 -0.99  C4 1.508, C14 1.246
9 S 0.52 1.71 -0.50  C13 1.821, C14 1.797
10 H -1.41 -1.43 -0.59  O2 1.006
11 H 1.98 -1.37 0.23  C4 1.065
12 H -0.51 0.47 -2.33  C14 1.086
13 C 1.73 0.77 0.49  C4 1.515, H7 1.202, S9 1.821, H15 1.100
14 C 0.03 0.25 -1.41  N8 1.246, S9 1.797, H12 1.086
15 H 2.06 1.04 1.50  C13 1.100

Atom charges from the Mulliken analysis, given in e for atoms 1 to 6:
1 H 0.316
2 O -0.452
3 S 0.171
4 C -0.522
5 O -0.459
6 H 0.278

=====

- What is the formula in the first record?
  C5H13NO2

=====

- gap between HOMO and LUMO of number 2 (C3H7NO2S2)?
  0.3311 Ha

=====

- Among the records above, which one has the lowest HOMO energy?
  C5H13NO2